13
Properties=species:S:1:pos:R:3 method="wB97M-V/def2-TZVPD" total_charge=-1 e_tot_ev=-16577.5765 homo_energy_ev=-2.83 homo_lumo_gap_ha=0.2586
C 1.183 -1.299 0.527
C 0.792 0.104 -0.080
S -0.775 0.790 0.539
N 0.021 -2.193 0.564
H 1.523 -1.119 1.550
H 2.047 -1.575 -0.089
H 0.759 0.016 -1.171
H 1.533 0.875 0.146
H -0.792 -1.626 0.345
H -0.037 -2.471 1.518
H -1.739 3.510 -1.459
H -2.044 2.117 -0.978
O -2.469 2.872 -1.412